(1)
Formula: C21H47O2P3Pb
Source: the Open Molecules 2025 dataset
Level of theory: ωB97M-V/def2-TZVPD

Structure (XYZ):
```
74
Properties=species:S:1:pos:R:3:forces:R:3
Pb -0.05356 -0.00033 0.00374 0.0 -0.1 0.1
P 1.77426 1.05475 1.32665 1.3 0.5 1.1
P -1.01325 1.84236 -1.28928 -1.3 2.0 -0.9
P 1.48140 -0.55056 -1.91065 0.7 -0.3 -0.7
H -1.80595 -2.20919 0.00732 -0.6 -0.2 0.1
C -0.80575 -2.07702 -0.33756 0.8 -0.4 1.2
C 0.29830 -2.10669 0.69600 -1.1 -1.3 -0.5
H 0.02375 -2.24148 1.71696 -0.1 -0.2 0.5
C 1.41418 1.39021 3.01578 -0.4 0.4 1.5
C 2.45526 2.58267 0.74390 0.4 1.1 -0.5
C 3.16060 -0.05494 1.43518 0.8 -0.7 0.1
C -2.29955 1.35389 -2.40254 -1.2 -0.5 -0.8
C -1.74207 3.14443 -0.34060 -0.7 1.1 0.8
C 0.09553 2.76931 -2.33065 0.8 0.6 -0.6
C 2.28781 -2.11916 -1.75641 0.8 -0.9 -0.2
C 2.79963 0.55631 -2.28544 1.1 0.6 -0.9
C 0.55197 -0.72279 -3.41709 -0.2 -0.3 -1.3
H -0.58195 -2.46911 -1.30908 0.0 -0.1 -0.4
H 1.24770 -2.49613 0.40231 0.4 -0.1 0.0
H 1.00393 0.52258 3.55416 0.2 0.3 -0.2
H 0.71638 2.23485 3.13476 0.4 -0.3 -0.1
H 2.37056 1.67540 3.49468 -0.4 -0.1 -0.2
H 1.71191 3.39332 0.77423 0.2 -0.2 0.1
H 2.85785 2.52034 -0.27370 0.0 0.0 0.2
H 3.28842 2.85436 1.43207 -0.5 -0.1 -0.4
H 2.87741 -1.00114 1.91761 0.1 0.3 0.0
H 3.92785 0.44714 2.06770 -0.4 -0.3 -0.4
H 3.61492 -0.28753 0.46553 -0.1 0.1 0.2
H -2.67183 2.27062 -2.91492 0.2 -0.5 0.3
H -3.15027 0.88589 -1.87805 0.3 0.2 -0.1
H -1.95321 0.64716 -3.16808 -0.1 0.2 0.2
H -2.10937 3.89795 -1.06571 0.2 -0.3 0.3
H -1.01297 3.63991 0.32244 -0.2 -0.1 -0.4
H -2.59731 2.82325 0.27291 0.3 0.1 -0.3
H -0.52269 3.57708 -2.78454 0.4 -0.5 0.3
H 0.53009 2.18645 -3.14548 -0.1 0.1 0.1
H 0.90735 3.24317 -1.76049 -0.3 -0.1 -0.2
H 2.85793 -2.23839 -2.69960 -0.1 -0.2 0.5
H 1.59514 -2.96120 -1.66158 0.1 0.2 -0.1
H 2.99752 -2.15120 -0.91598 -0.2 0.0 -0.3
H 3.25484 0.17390 -3.22477 0.0 0.4 0.5
H 3.57005 0.55022 -1.50765 -0.1 0.0 -0.2
H 2.48017 1.59117 -2.45445 0.1 -0.3 0.0
H 1.26333 -1.11078 -4.17991 -0.5 0.2 0.3
H 0.14560 0.22704 -3.78324 0.2 -0.2 0.1
H -0.27577 -1.43896 -3.31560 0.3 0.2 0.0
C -2.60868 -0.86186 -7.12846 -0.3 1.3 -0.4
C -3.75176 -1.41511 -7.79108 0.0 -0.7 0.1
C -3.94044 -2.78600 -7.78530 -0.8 1.1 -0.6
C -3.03389 -3.63910 -7.14384 -0.2 -0.5 -0.1
C -1.91834 -3.09851 -6.49742 1.1 1.6 0.6
C -1.70330 -1.72062 -6.48646 0.6 -1.6 0.6
O -2.35661 0.45946 -7.08668 -1.1 -1.5 -0.5
H -3.07170 0.93878 -7.57636 0.7 -0.1 0.3
H -4.44241 -0.74543 -8.28156 -0.2 0.0 -0.1
H -4.81392 -3.20175 -8.29218 0.3 0.1 0.1
H -3.19762 -4.72157 -7.14864 0.1 0.4 0.0
H -1.20766 -3.75009 -5.99619 -0.1 0.1 -0.1
H -0.84059 -1.28211 -5.99050 -0.1 -0.1 -0.2
C -3.11281 1.87365 2.58610 -0.3 0.6 0.6
C -1.67095 1.51644 2.41056 0.3 0.5 0.0
O -1.51136 0.24071 1.73682 0.0 0.3 0.1
C -1.98990 -0.87444 2.52145 -0.3 -1.2 -0.3
C -1.22278 -1.11878 3.78610 -0.2 -0.4 0.6
H -3.71388 1.81300 1.68206 0.0 0.0 -0.1
H -3.15215 2.90136 2.98492 -0.1 -0.3 -0.2
H -3.58087 1.24059 3.34277 0.0 0.1 -0.1
H -1.08039 2.28165 1.84380 -0.6 -0.8 0.2
H -1.18468 1.45368 3.37704 -0.1 -0.1 0.2
H -3.03319 -0.69009 2.67152 -0.6 0.1 0.5
H -2.00188 -1.79133 1.89613 0.3 0.8 0.2
H -1.31496 -0.30876 4.50882 0.0 0.0 0.0
H -1.67606 -2.00256 4.25996 0.2 0.2 0.0
H -0.16086 -1.35004 3.63866 -0.2 0.1 -0.1
```
Forces are in eV/Å.

Calculated values
Kohn-Sham gap (alpha / beta) = 8.302 / 5.024 eV
Charge = +4
Relative energy (zero: lowest compared OMol25 entry of this formula, charge and spin) = 68.9 kcal per mole
HOMO (alpha / beta) = -20.23 / -18.45 eV

***

(2)
Formula: C21H49AlF3N2O6
Source: the Open Molecules 2025 dataset
Level of theory: ωB97M-V/def2-TZVPD

Structure (XYZ):
```
82
Properties=species:S:1:pos:R:3:forces:R:3
C -7.72876 -4.36693 -2.08700 0.1 -0.1 0.0
C -6.66060 -3.48957 -1.44611 -0.1 0.2 -0.1
O -5.54629 -3.30906 -2.30381 -0.1 0.0 0.1
C -5.70093 -2.23656 -3.22054 -0.1 -0.1 -0.1
C -5.72225 -0.83350 -2.59329 0.0 0.1 0.0
C -4.89103 -0.65766 -1.31800 0.2 -0.1 -0.1
C -5.33660 0.52190 -0.44304 0.0 0.1 -0.1
C -5.03653 0.30387 1.04756 -0.1 0.0 0.0
Al -3.08808 0.17279 1.56394 0.1 -0.1 0.0
C -2.46901 2.12979 1.76176 -0.1 0.0 0.0
O -1.23799 2.38442 2.57434 -0.1 0.2 0.1
C -0.15109 1.88348 2.06952 0.1 -0.3 -0.3
F 0.91626 2.20757 2.83118 -0.1 0.1 0.0
F -0.15243 0.53558 1.96180 0.2 0.0 0.1
F 0.12504 2.33356 0.80526 0.1 0.1 0.2
H -7.26091 -5.26746 -2.49322 -0.1 0.0 0.1
H -8.47976 -4.66281 -1.34973 0.0 0.0 0.0
H -8.23913 -3.85099 -2.90394 0.0 0.0 0.0
H -7.08609 -2.51515 -1.17277 0.0 -0.1 0.1
H -6.28169 -3.94290 -0.52814 0.0 0.0 -0.1
H -4.86916 -2.34138 -3.92076 0.0 0.0 0.1
H -6.62776 -2.38905 -3.79565 0.1 0.1 -0.1
H -5.35004 -0.14416 -3.36119 -0.1 0.0 0.0
H -6.75712 -0.52443 -2.40035 0.1 -0.1 0.1
H -3.83718 -0.53182 -1.58604 -0.1 -0.1 0.1
H -4.91596 -1.57761 -0.72657 -0.1 0.1 0.0
H -4.82789 1.43377 -0.78732 -0.1 -0.1 0.0
H -6.40905 0.70663 -0.62649 0.1 -0.1 0.1
H -5.55521 -0.60998 1.37809 0.0 0.1 0.0
H -5.48930 1.12203 1.62926 0.0 -0.1 0.0
H -2.21651 -0.56191 0.39437 -0.2 0.0 0.1
H -2.88833 -0.55024 3.01289 -0.1 0.0 0.0
H -2.30287 2.67726 0.82596 -0.1 0.0 0.0
H -3.22004 2.69395 2.32206 0.1 0.0 0.0
C 1.44573 -4.71343 -4.32550 0.0 0.0 0.0
O 0.84270 -4.61092 -3.05833 -0.1 0.0 0.0
C 1.75984 -4.44028 -1.98358 0.1 0.0 0.0
C 1.53867 -3.11284 -1.29597 0.0 0.0 0.1
N 1.86586 -2.01596 -2.19071 -0.1 -0.1 -0.1
C 1.62516 -0.68838 -1.63143 0.1 0.1 0.0
C 0.18791 -0.32506 -1.29244 0.0 -0.1 0.1
O -0.64175 -0.27052 -2.44160 0.1 0.0 -0.2
C -1.43362 -1.41525 -2.66755 -0.1 -0.1 0.1
H 0.64476 -4.85117 -5.05035 0.0 0.0 0.0
H 2.01391 -3.81362 -4.58727 0.0 0.0 0.0
H 2.12449 -5.57325 -4.38130 0.0 0.0 0.0
H 2.78593 -4.48922 -2.36398 0.0 0.0 0.0
H 1.61336 -5.25686 -1.27057 0.0 0.0 0.0
H 2.19923 -3.06268 -0.42383 0.0 0.0 0.0
H 0.50583 -3.08516 -0.92122 0.0 0.0 0.0
H 1.31249 -2.11692 -3.03515 0.0 0.0 0.0
H 2.00364 0.04712 -2.34584 0.0 0.0 0.0
H 2.22524 -0.58765 -0.71978 0.0 0.0 0.0
H 0.18214 0.66740 -0.84277 0.0 0.0 0.0
H -0.24725 -1.00323 -0.55148 0.0 0.1 0.0
H -1.78434 -1.84424 -1.72402 0.0 0.0 0.0
H -0.90438 -2.19725 -3.22708 0.0 0.0 0.0
H -2.30715 -1.10436 -3.24115 0.0 0.0 -0.1
C 7.93049 3.76499 4.94683 0.0 0.0 0.1
O 7.38887 2.75277 4.13147 0.0 0.0 -0.1
C 6.17648 2.19023 4.62717 0.0 0.0 0.1
C 5.04808 2.41858 3.64978 0.0 0.0 0.0
N 4.75478 3.83646 3.53611 0.1 0.0 0.0
C 3.71335 4.16446 2.56940 -0.1 0.0 0.0
C 4.00438 3.87075 1.10539 0.0 -0.1 0.0
O 5.07351 4.64285 0.57503 0.0 0.1 0.0
C 6.34337 4.03274 0.62485 0.0 0.0 0.0
H 8.85149 4.10071 4.47228 0.0 0.0 0.0
H 7.25058 4.61776 5.05362 0.0 0.0 0.0
H 8.16730 3.39175 5.95014 0.0 0.0 0.0
H 5.92630 2.64680 5.59009 0.0 0.0 0.0
H 6.32697 1.11779 4.77843 0.0 0.0 0.0
H 4.15531 1.90359 4.01726 0.0 0.0 0.0
H 5.32279 1.94508 2.69528 0.0 0.0 0.0
H 5.60733 4.32900 3.29675 0.0 0.0 0.0
H 3.48805 5.22961 2.66168 0.0 0.0 0.0
H 2.80480 3.62306 2.84492 0.0 0.0 0.0
H 3.11373 4.12437 0.52680 0.0 0.0 0.0
H 4.20869 2.80656 0.93775 0.0 0.0 0.0
H 6.27080 2.95035 0.47365 0.0 0.0 0.0
H 6.86354 4.20276 1.57364 0.0 0.0 0.0
H 6.94489 4.45733 -0.17945 0.0 0.0 0.0
```
Forces are in eV/Å.

Calculated values
Kohn-Sham gap = 7.552 eV
Charge = -1
HOMO = -5.14 eV